Here is one molecule with the formula C2H6S2 at a distorted geometry from the OMol25 dataset. Energies are from ωB97M-V/def2-TZVPD.

- Largest force on an atom: 0.075 hartree/bohr
- SMILES string: CCSS
- Energy: -23840.312 eV
- HOMO-LUMO gap: 0.312 Ha
- Relative energy (zero: lowest compared OMol25 entry of this formula, charge and spin): 144.8 kJ/mol

```
10
C2H6S2 | the OMol25 dataset | ωB97M-V/def2-TZVPD
H 0.7948 -0.4255 -2.2570
C 0.5289 -0.7312 -1.2680
H 0.2009 0.7227 3.4762
C -0.3880 0.2290 -0.4706
H -0.1443 -1.5939 -1.3471
H 1.3315 -1.0655 -0.5863
H -1.3004 -0.3309 0.2089
H -0.7927 1.1149 -0.9299
S -0.6679 0.6328 2.4569
S 0.4372 1.4475 0.7168
```

Atom charges from the Mulliken analysis, given in e for atoms 1 to 6: 0.302 -0.884 0.154 -0.464 0.255 0.292

=====

Here is a 2-piece molecular cluster, C5H20Si4 overall at a distorted geometry from the OMol25 dataset. Energies are from ωB97M-V/def2-TZVPD.

- Largest force on an atom: 0.098 hartree/bohr
- 2S+1: 3
- Energy: -37015.438 eV
- <S²>: 2.0040
- HOMO-LUMO gap (alpha / beta): 0.252 / 0.296 Ha

```
29
C5H20Si4 | the OMol25 dataset | ωB97M-V/def2-TZVPD
H -0.2932 2.1703 2.6138
H 2.9132 0.5706 0.5596
C 3.0744 0.5645 -0.4570
H 0.3920 1.6597 0.9902
H 1.9259 3.1391 -0.9560
H 3.0261 -0.5124 -0.7483
H -0.6563 -1.0302 -5.0342
H -3.7625 -0.2447 1.7053
H 1.6837 -1.2862 -5.3993
H -3.2179 0.6477 3.0484
Si -1.1262 -0.2009 1.7135
H -1.9543 -1.7531 0.0842
C -2.9462 -0.1693 2.4914
H -2.9921 -1.1189 2.9996
H 0.2718 2.2903 -3.8656
Si 0.7008 -0.8684 -4.3811
Si 1.1736 1.1939 -3.4736
H -1.3940 -0.1851 -0.9226
C -0.4236 1.5817 1.6101
H -1.3841 2.0335 1.2465
Si 1.7256 1.5971 -1.2932
H -0.2373 -1.3401 -0.3222
C -1.2336 -0.9819 -0.0978
H -0.6809 -2.4705 2.8304
C -0.1501 -1.4922 2.7592
H -0.2505 -1.0877 3.8219
H 4.0990 0.9663 -0.7246
H 0.9458 -1.5981 2.6816
H 0.7711 -2.0751 -3.4800
```

Atom charges from the Mulliken analysis, given in e for atoms 1 to 6: 0.294 0.322 -0.999 -0.073 -0.071 0.337

=====

Here is a 2-piece molecular cluster, C5H11NO2 overall at a distorted geometry from the OMol25 dataset. Energies are from ωB97M-V/def2-TZVPD.

- Largest force on an atom: 0.081 hartree/bohr
- SMILES string: C=CCCNC=O.O
- Energy: -10947.493 eV
- HOMO-LUMO gap: 0.366 Ha
- Relative energy (zero: lowest compared OMol25 entry of this formula, charge and spin): 171.1 kJ/mol

```
19
C5H11NO2 | the OMol25 dataset | ωB97M-V/def2-TZVPD
C 2.3086 0.3610 0.8412
H -1.1771 -1.9593 -0.5945
N -1.4964 0.0504 -0.2767
H 2.7479 1.3341 1.0309
O -3.4619 1.1204 0.4066
H -3.2996 -0.8929 0.0674
O 0.7861 1.4572 -1.6781
C -0.6046 -1.0851 -0.4164
H 1.3512 1.6621 -0.9268
H -0.0781 -0.9001 -1.2981
H -0.0385 -1.6342 1.6708
C -2.7919 0.0674 0.1306
H 0.2759 0.8736 1.1817
H 1.2166 -2.0390 0.4167
H 2.9713 -0.4287 0.5595
C 0.4519 -1.2692 0.7206
C 0.9739 0.1193 0.9542
H -1.0935 1.0039 -0.4599
H 0.9581 2.1594 -2.3297
```

Atom charges from the Mulliken analysis, given in e for atoms 1 to 6: -0.966 0.482 -0.031 0.382 -0.624 0.301